Computed, not measured: a 12-piece molecular cluster, C56H56Br8N8O16 overall at a distorted geometry, with ωB97M-V/def2-TZVPD.

Computed properties:
F_max, eV/A: 5.5
2S+1: 1
Energy above the lowest of the compared OMol25 structures with the same formula, charge and spin, eV: 5.461
HOMO-LUMO gap, eV: 8.226
Highest occupied orbital energy, eV: -9.577
SMILES: O=[N+]([O-])c1ccccc1.O=[N+]([O-])c1ccccc1.O=[N+]([O-])c1ccccc1.O=[N+]([O-])c1ccccc1.O=[N+]([O-])c1ccccc1.O=[N+]([O-])c1ccccc1.O=[N+]([O-])c1ccccc1.O=[N+]([O-])c1ccccc1.BrCCBr.BrCCBr.BrCCBr.BrCCBr

Last column: Löwdin charge in e.
Geometry (Å):
Br: 4.708190 -14.053660 -14.530590  0.511
C: 3.983720 -15.978470 -14.733930  -0.641
C: 3.919130 -16.366620 -16.157220  -0.602
Br: 3.128520 -18.229490 -16.138440  0.638
H: 3.011640 -16.075510 -14.250470  0.018
H: 4.562380 -16.625620 -14.074810  0.054
H: 4.865360 -16.623780 -16.633270  0.054
H: 3.314300 -15.760620 -16.831800  0.039
Br: -4.204480 -11.786220 -10.769460  0.735
C: -3.537510 -10.442610 -12.080650  -0.584
C: -4.278580 -9.111990 -11.877330  -0.710
Br: -6.179750 -9.275720 -12.037050  0.642
H: -3.794240 -10.858020 -13.055140  0.034
H: -2.449850 -10.377100 -12.108940  0.064
H: -4.028570 -8.199220 -12.418120  0.058
H: -4.089680 -8.820340 -10.844200  0.045
Br: -2.207430 -14.804860 -8.287670  0.694
C: -4.018980 -15.259190 -7.705100  -0.693
C: -4.935040 -14.335550 -8.411850  -0.752
Br: -6.755270 -14.800490 -7.879040  0.685
H: -4.151340 -15.284130 -6.623450  0.067
H: -4.130310 -16.273060 -8.089520  0.055
H: -4.725540 -14.326240 -9.481490  0.019
H: -4.731940 -13.329490 -8.044860  0.044
Br: -7.838190 -15.065240 -16.203330  0.591
C: -6.512330 -16.378380 -16.980970  -0.669
C: -5.138280 -16.088890 -16.470760  -0.696
Br: -4.047360 -17.422630 -17.358940  0.790
H: -6.603030 -16.375960 -18.067190  0.053
H: -6.803700 -17.385540 -16.682900  0.057
H: -5.118510 -16.202520 -15.386870  0.053
H: -4.744540 -15.129730 -16.807060  0.052
C: 0.045770 -20.064800 -13.452860  -0.045
C: -0.402100 -19.285290 -14.435960  -0.093
C: -1.700910 -19.379270 -14.901170  -0.002
C: -2.500020 -20.420480 -14.493160  -0.122
C: -2.054520 -21.326670 -13.485680  -0.009
C: -0.814320 -21.126820 -12.991960  -0.061
N: -3.626900 -20.744200 -15.366300  -0.347
O: -3.963260 -20.068180 -16.328120  -0.055
O: -4.276980 -21.703200 -15.024480  0.082
H: 1.040110 -20.001070 -13.036200  0.108
H: 0.199290 -18.452120 -14.768440  0.074
H: -1.990420 -18.737500 -15.720150  0.071
H: -2.540420 -22.211250 -13.101190  0.119
H: -0.469700 -21.808520 -12.228470  0.105
C: 4.136230 -7.803290 -10.770660  -0.031
C: 4.659930 -9.030830 -11.164300  -0.070
C: 3.892260 -10.136070 -11.377680  -0.008
C: 2.533240 -10.111010 -11.042160  -0.117
C: 2.013550 -8.874010 -10.764740  -0.044
C: 2.755320 -7.772800 -10.619110  -0.084
N: 1.733810 -11.366460 -11.025210  -0.317
O: 2.191090 -12.445810 -11.263820  0.073
O: 0.502820 -11.269250 -11.039280  0.043
H: 4.736390 -6.913920 -10.647270  0.113
H: 5.704290 -9.192430 -11.386990  0.112
H: 4.267090 -11.043580 -11.827470  0.118
H: 0.966210 -8.759450 -10.527320  0.123
H: 2.233670 -6.838410 -10.473490  0.116
C: -1.617470 -11.264220 -15.253640  -0.094
C: -1.593530 -10.307170 -16.218070  -0.072
C: -0.393330 -9.707220 -16.499140  -0.009
C: 0.815790 -10.017340 -15.824680  -0.118
C: 0.720730 -11.024440 -14.828700  0.034
C: -0.494710 -11.618490 -14.596390  -0.086
N: 2.082990 -9.474800 -16.224430  -0.371
O: 3.105460 -9.971280 -15.824080  0.088
O: 2.065070 -8.501670 -16.955660  0.080
H: -2.555550 -11.582900 -14.823710  0.101
H: -2.496450 -9.970590 -16.705780  0.117
H: -0.424490 -8.978700 -17.295820  0.119
H: 1.539330 -11.369380 -14.214440  0.114
H: -0.620820 -12.385000 -13.846090  0.087
C: 4.247960 -13.860840 -8.718590  -0.089
C: 3.153470 -14.288760 -7.991640  -0.073
C: 2.445970 -15.328570 -8.483200  -0.004
C: 2.777870 -15.935750 -9.723910  -0.146
C: 3.927840 -15.484220 -10.378710  0.013
C: 4.639550 -14.342840 -9.954950  -0.050
N: 1.951850 -16.964690 -10.276260  -0.359
O: 2.195660 -17.437580 -11.379130  0.063
O: 1.026950 -17.340780 -9.582620  0.074
H: 4.903280 -13.157750 -8.226020  0.106
H: 2.896840 -13.805260 -7.060640  0.115
H: 1.618130 -15.765600 -7.944620  0.116
H: 4.276170 -15.858290 -11.330110  0.104
H: 5.428530 -13.833550 -10.488360  0.110
C: -6.660420 -13.795610 -11.808160  -0.137
C: -7.459200 -13.141920 -10.926970  -0.149
C: -8.774870 -13.540870 -10.845960  -0.011
C: -9.358150 -14.631500 -11.585630  -0.135
C: -8.511920 -15.262350 -12.558440  0.017
C: -7.107160 -14.889670 -12.559590  -0.053
N: -10.673940 -15.119840 -11.385730  -0.345
O: -11.476580 -14.246760 -10.914150  0.030
O: -10.990190 -16.276200 -11.426270  0.107
H: -5.640040 -13.503360 -12.007660  0.011
H: -7.250160 -12.228710 -10.389610  0.092
H: -9.329100 -13.145490 -10.007580  0.114
H: -9.007800 -15.995540 -13.177250  0.098
H: -6.547400 -15.445550 -13.297200  0.070
C: 1.255600 -18.757610 -19.721860  -0.059
C: 1.072730 -19.331760 -21.018700  -0.047
C: -0.058180 -20.152050 -21.226450  -0.024
C: -1.086070 -20.116900 -20.296550  -0.093
C: -0.986990 -19.399260 -19.051640  0.001
C: 0.231350 -18.796960 -18.734060  -0.065
N: -2.404020 -20.887400 -20.590750  -0.368
O: -2.415500 -21.555660 -21.581620  0.079
O: -3.293530 -20.828720 -19.787320  0.080
H: 2.115260 -18.148010 -19.485710  0.083
H: 1.811580 -19.119990 -21.777410  0.099
H: -0.248820 -20.535310 -22.218000  0.112
H: -1.833290 -19.386980 -18.380790  0.072
H: 0.478010 -18.330720 -17.791620  0.060
C: -0.479620 -12.332940 -20.365000  -0.035
C: -0.014540 -12.851990 -21.593660  -0.079
C: 0.920760 -13.786800 -21.500910  -0.033
C: 1.751580 -13.981380 -20.368760  -0.119
C: 1.461100 -13.207640 -19.274110  -0.020
C: 0.302820 -12.423880 -19.151780  -0.026
N: 2.872730 -14.950520 -20.323840  -0.377
O: 3.395720 -15.163300 -19.250770  0.059
O: 3.196290 -15.414340 -21.344750  0.121
H: -1.405770 -11.780180 -20.309340  0.097
H: -0.622430 -12.604660 -22.451390  0.113
H: 1.133680 -14.501500 -22.282110  0.119
H: 2.080460 -13.385800 -18.407480  0.112
H: -0.020600 -11.985810 -18.219100  0.081
C: -1.545290 -14.143650 -11.725310  -0.059
C: -2.473260 -14.234840 -12.806540  -0.064
C: -2.063110 -14.464570 -14.147270  0.008
C: -0.676070 -14.839180 -14.371140  -0.166
C: 0.138680 -15.078460 -13.290370  -0.001
C: -0.253250 -14.649790 -12.034960  -0.052
N: -0.258990 -15.107120 -15.722560  -0.343
O: -0.583080 -14.345020 -16.588660  0.103
O: 0.471690 -16.070230 -15.928270  0.041
H: -1.897750 -13.914620 -10.730460  -0.007
H: -3.506030 -13.932430 -12.715230  0.058
H: -2.689880 -14.530160 -15.024340  0.105
H: 1.182650 -15.275570 -13.484480  0.106
H: 0.495960 -14.557870 -11.262540  0.091

Cartesian forces, eV/Å:
-0.700 -1.532 -0.103
-0.086 0.734 1.276
0.178 -1.543 -0.902
0.037 0.687 -0.035
-0.214 0.823 -0.289
0.706 0.210 -0.540
0.048 0.604 0.227
-0.054 -0.062 0.369
0.967 1.007 -0.286
-0.844 0.170 -1.111
0.635 0.002 1.541
-0.439 -0.088 -0.199
-0.227 -0.136 0.123
-0.043 0.090 0.767
0.496 -0.687 -0.708
-0.216 -0.033 0.129
0.096 0.035 0.613
0.354 -1.339 -0.409
0.053 0.974 0.487
0.235 0.104 -0.397
0.399 0.318 -0.137
-0.111 0.025 0.199
-0.691 -0.340 -0.039
-0.361 0.090 -0.061
0.733 -0.756 -0.503
-0.979 -0.034 0.043
-0.032 0.279 -0.440
0.327 0.335 0.059
0.030 0.533 0.156
-0.269 0.250 0.304
0.369 -0.030 -0.151
-0.192 -0.011 0.283
-0.416 -3.011 1.799
-0.097 2.401 -0.352
-0.111 -0.522 -0.798
0.956 -0.355 -0.362
-0.715 0.337 -1.000
1.882 1.273 0.381
-1.817 -0.014 0.359
1.287 -0.008 0.472
-0.167 -0.993 0.415
0.055 0.209 -0.051
0.169 0.009 -0.286
-0.344 -0.022 0.036
-0.736 0.231 -0.503
0.195 0.037 0.073
-0.429 -0.704 -0.189
1.257 0.517 -0.387
-1.634 -1.619 0.227
1.544 -0.246 -0.076
-2.984 -1.714 0.935
1.555 2.316 -0.296
-2.839 0.598 -2.204
2.601 -0.747 0.432
0.265 1.457 1.012
0.109 -0.095 0.023
0.223 0.503 0.036
0.400 -0.108 0.282
-0.241 -0.328 -0.192
0.109 0.109 0.309
-1.799 0.272 0.637
-0.008 0.522 -0.195
1.515 0.897 -0.764
-2.542 -2.080 0.704
0.787 0.646 -0.689
0.707 -0.706 1.114
0.322 1.286 -0.505
0.308 -0.785 0.610
-0.364 0.129 -0.219
-0.235 -0.576 -0.494
0.016 -0.018 -0.128
0.519 0.200 0.023
0.435 0.259 -0.286
0.458 0.151 0.285
1.236 1.120 0.380
0.656 0.222 -0.089
-1.505 -1.927 -1.118
1.983 2.027 1.025
0.167 1.034 -1.447
-1.532 -1.159 1.374
-0.543 -1.285 -0.177
0.287 0.575 0.237
-0.203 0.009 -0.002
-0.100 0.596 -0.158
0.026 -0.169 0.093
-0.194 0.176 0.009
-0.476 -0.586 -0.092
0.136 -0.551 -0.188
1.426 -1.570 -1.725
-1.692 0.463 -0.366
-1.995 -1.807 0.765
4.446 0.697 -1.569
0.441 1.396 2.359
-3.362 -0.347 -0.486
-3.281 2.882 3.289
1.547 -1.326 -1.361
0.791 -0.830 -1.082
-0.023 0.075 0.286
0.716 -0.179 0.101
-0.503 0.266 -0.290
0.590 -0.292 -0.226
0.604 0.362 0.140
-1.348 -0.231 -0.804
-0.359 0.036 2.424
-0.136 1.610 -0.446
-0.480 0.486 1.584
0.401 -1.065 -1.255
0.590 -0.470 -1.641
1.966 0.816 0.809
0.037 -0.550 -1.253
-0.444 0.449 0.626
0.294 -0.138 -0.156
-0.025 -0.356 -0.131
0.029 -0.468 0.115
-0.045 -0.121 0.049
-0.480 0.085 0.167
1.529 1.037 1.903
-2.973 1.463 1.951
3.850 -3.164 -0.563
-1.917 1.448 -0.267
0.096 -0.345 1.902
-0.589 -0.960 -3.277
-1.674 2.100 2.046
0.155 -0.147 0.606
1.078 -1.772 -3.175
-0.064 0.166 -0.223
0.241 -0.494 -0.328
0.010 0.329 -0.636
0.126 0.270 0.211
0.098 -0.010 -0.040
0.072 -1.968 -2.674
0.714 0.874 -1.215
2.508 -1.101 0.977
-3.411 -0.160 1.344
0.736 1.248 -0.603
-0.971 1.088 1.382
1.404 -0.932 -0.172
-0.875 0.948 -0.650
-0.120 -0.021 0.491
0.330 0.288 -0.134
-0.135 -0.132 0.435
-0.436 0.399 0.210
0.034 -0.455 0.185
0.141 -0.338 0.096